No. 1
Density functional theory data (ωB97M-V/def2-TZVPD) for a cluster of 2 separate species, C25H26F6N3O in total at a distorted geometry.

net charge = +1
HOMO-LUMO gap = 6.2 eV
molar mass = 498.49 g mol⁻¹
energy relative to the best compared isomer or geometry (same formula, charge and spin) = 0.0 kJ/mol

Each atom is followed by the atoms it is bonded to, with distances in Å.
Positions of all 61 atoms, in Å:
1 F -6.76978 -2.13873 -4.37895  C15 1.359
2 F 6.80992 3.15605 -0.29500  C29 1.359
3 F 5.50238 3.76824 -1.97572  C29 1.377
4 F -5.11312 -0.80262 -3.76925  C15 1.381
5 F -4.84036 -2.16848 -5.47930  C15 1.378
6 F 4.95712 2.04236 -0.72484  C29 1.378
7 O 1.33550 -2.84510 5.79049  C12 1.445, C32 1.359
8 N 3.36902 4.35850 -0.35026  C22 1.451, C26 1.364, C28 1.438
9 N -0.32542 -0.72583 2.63165  C11 1.347, C23 1.347
10 N -3.39149 -2.92352 -3.30260  C17 1.451, C21 1.436, C31 1.357
11 C -1.08819 -0.99489 3.70837  N9 1.347, C18 1.398, H44 1.091
12 C 0.61375 -3.06985 7.02152  O7 1.445, H38 1.103, H53 1.102, H56 1.091
13 C 1.50129 -1.89885 3.64448  C23 1.381, C32 1.412, H46 1.084
14 C -3.23104 -1.82805 -1.12993  C31 1.423, C35 1.377, H50 1.087
15 C -5.42008 -2.06623 -4.23325  F1 1.359, F4 1.381, F5 1.378, C17 1.506
16 C 2.04222 2.90573 1.09839  C19 1.377, C26 1.424, H37 1.094
17 C -4.83263 -3.09511 -3.30370  N10 1.451, C15 1.506, H49 1.098, H55 1.096
18 C -0.61975 -1.71296 4.81285  C11 1.398, C32 1.412, H40 1.087
19 C 1.07084 1.93367 1.19251  C16 1.377, C20 1.441, H60 1.090
20 C 0.47405 1.33480 0.02499  C19 1.441, C30 1.411, C34 1.428
21 C -2.63722 -3.68460 -4.25822  N10 1.436, H36 1.094, H45 1.103, H51 1.103
22 C 4.69474 4.19244 0.21643  N8 1.451, C29 1.506, H52 1.099, H61 1.094
23 C 0.94533 -1.17271 2.60968  N9 1.347, C13 1.381, H48 1.099
24 C -1.31355 -0.33566 -0.73805  C25 1.431, C30 1.409, C35 1.440
25 C -0.95100 -0.51851 -2.11059  C24 1.431, C33 1.376, H57 1.076
26 C 2.41452 3.39782 -0.18483  N8 1.364, C16 1.424, C27 1.410
27 C 1.78709 2.88301 -1.33763  C26 1.410, C34 1.372, H41 1.090
28 C 3.15676 5.49072 -1.21127  N8 1.438, H47 1.100, H54 1.100, H58 1.092
29 C 5.51459 3.30168 -0.67974  F2 1.359, F3 1.377, F6 1.378, C22 1.506
30 C -0.56694 0.39956 0.20386  C20 1.411, C24 1.409, H39 1.088
31 C -2.74627 -2.09718 -2.44030  N10 1.357, C14 1.423, C33 1.413
32 C 0.71594 -2.17074 4.78646  O7 1.359, C13 1.412, C18 1.412
33 C -1.59007 -1.43671 -2.91195  C25 1.376, C31 1.413, H43 1.090
34 C 0.93818 1.80906 -1.23976  C20 1.428, C27 1.372, H59 1.079
35 C -2.52294 -0.98544 -0.30290  C14 1.377, C24 1.440, H42 1.089
36 H -3.23863 -4.54481 -4.56752  C21 1.094
37 H 2.49394 3.35425 1.98837  C16 1.094
38 H 0.28927 -2.11717 7.47286  C12 1.103
39 H -0.88347 0.27035 1.23697  C30 1.088
40 H -1.28816 -1.89402 5.65059  C18 1.087
41 H 2.04647 3.31825 -2.30326  C27 1.090
42 H -2.86548 -0.82056 0.71736  C35 1.089
43 H -1.27476 -1.60424 -3.94231  C33 1.090
44 H -2.10870 -0.61002 3.66867  C11 1.091
45 H -2.36843 -3.07601 -5.13780  C21 1.103
46 H 2.52721 -2.24654 3.61508  C13 1.084
47 H 3.23872 5.22856 -2.27625  C28 1.100
48 H 1.54610 -0.92851 1.72252  C23 1.099
49 H -5.04518 -4.09558 -3.70233  C17 1.098
50 H -4.15079 -2.30967 -0.80831  C14 1.087
51 H -1.69943 -4.03928 -3.79779  C21 1.103
52 H 4.62891 3.70865 1.20081  C22 1.099
53 H -0.25538 -3.72621 6.85040  C12 1.102
54 H 2.15828 5.92159 -1.04253  C28 1.100
55 H -5.25702 -2.93489 -2.30583  C17 1.096
56 H 1.35873 -3.56410 7.64722  C12 1.091
57 H -0.13866 0.02765 -2.55815  C25 1.076
58 H 3.91450 6.23374 -0.95363  C28 1.092
59 H 0.60289 1.36989 -2.16711  C34 1.079
60 H 0.72530 1.59502 2.16967  C19 1.090
61 H 5.16037 5.18179 0.23872  C22 1.094

***

No. 2
Density functional theory data (ωB97M-V/def2-TZVPD) for a cluster of 2 separate species, C25H26FN2O6S2 in total at a distorted geometry.

net charge = -1
HOMO-LUMO gap = 5.4 eV
molar mass = 533.62 g mol⁻¹
energy relative to the best compared isomer or geometry (same formula, charge and spin) = 244.7 kJ/mol

Each atom is followed by the atoms it is bonded to, with distances in Å.
Positions of all 62 atoms, in Å:
1 S -1.18847 0.61886 -1.06128  O5 1.438, O7 1.439, N11 1.835, C31 1.793
2 S -3.31860 -1.48374 -0.59139  O4 1.439, O9 1.437, N11 1.847, C26 1.800
3 F -0.64347 -1.86306 -0.21149  N11 1.493
4 O -4.21786 -0.36852 -0.45803  S2 1.439
5 O -2.25764 1.57060 -0.92680  S1 1.438
6 O -0.74892 -4.57426 -0.55255  C18 1.237
7 O -0.70724 0.13124 -2.32626  S1 1.439
8 O 1.95593 -4.60209 -1.73113  C29 1.246
9 O -3.12159 -2.19183 -1.82645  S2 1.437
10 N -0.05525 -5.51088 1.41328  C18 1.396, C19 1.477, C28 1.468
11 N -1.69046 -0.81425 -0.03135  S1 1.835, S2 1.847, F3 1.493
12 C 4.52321 -3.25793 -1.38274  C21 1.405, C34 1.397, H42 1.093
13 C 2.53906 1.48063 0.23705  C15 1.395, C36 1.400, H62 1.089
14 C -0.64371 -7.81282 0.65360  C28 1.513, H50 1.100, H54 1.098, H58 1.097
15 C 1.46204 0.87762 -0.41238  C13 1.395, C31 1.390, H38 1.088
16 C 5.68948 -4.34399 0.92295  C27 1.402, C30 1.401, H43 1.090
17 C 1.17816 -5.19411 3.58534  C19 1.519, H40 1.097, H59 1.097, H60 1.096
18 C 0.10476 -4.63173 0.34034  O6 1.237, N10 1.396, C23 1.444
19 C 1.06156 -5.95026 2.27362  N10 1.477, C17 1.519, H39 1.096, H47 1.103
20 C -4.75715 -2.17302 1.68199  C26 1.396, C32 1.398, H55 1.088
21 C 3.71475 -3.78745 -0.36348  C12 1.405, C29 1.506, C30 1.398
22 C 1.02565 3.01316 1.35176  C35 1.397, C36 1.399, H57 1.090
23 C 1.32562 -3.86228 0.38901  C18 1.444, C29 1.412, H56 1.082
24 C -3.45898 -3.93344 0.63215  C25 1.393, C26 1.385, H37 1.087
25 C -3.92652 -4.84459 1.57625  C24 1.393, C33 1.396, H45 1.088
26 C -3.86396 -2.61046 0.70230  S2 1.800, C20 1.396, C24 1.385
27 C 6.49739 -3.84226 -0.10722  C16 1.402, C34 1.407, H49 1.092
28 C -1.11119 -6.52392 1.29457  N10 1.468, C14 1.513, H41 1.087, H46 1.101
29 C 2.26310 -4.07221 -0.64564  O8 1.246, C21 1.506, C23 1.412
30 C 4.29497 -4.29148 0.80422  C16 1.401, C21 1.398, H51 1.094
31 C 0.17995 1.35209 -0.16367  S1 1.793, C15 1.390, C35 1.394
32 C -5.17043 -3.07606 2.66593  C20 1.398, C33 1.399, H44 1.090
33 C -4.74214 -4.40720 2.62195  C25 1.396, C32 1.399, H61 1.090
34 C 5.91358 -3.26862 -1.25108  C12 1.397, C27 1.407, H48 1.095
35 C -0.05813 2.42298 0.69694  C22 1.397, C31 1.394, H53 1.088
36 C 2.32358 2.54320 1.12259  C13 1.400, C22 1.399, H52 1.091
37 H -2.76860 -4.23008 -0.15279  C24 1.087
38 H 1.59578 0.06654 -1.12456  C15 1.088
39 H 0.86042 -6.99839 2.52243  C19 1.096
40 H 1.84350 -5.77477 4.23628  C17 1.097
41 H -1.88871 -6.08002 0.67853  C28 1.087
42 H 4.04181 -2.85748 -2.27856  C12 1.093
43 H 6.13073 -4.79466 1.81240  C16 1.090
44 H -5.83082 -2.73904 3.46479  C32 1.090
45 H -3.64960 -5.89387 1.49808  C25 1.088
46 H -1.47435 -6.67793 2.32211  C28 1.101
47 H 2.01316 -5.92248 1.71754  C19 1.103
48 H 6.53628 -2.85435 -2.05129  C34 1.095
49 H 7.58507 -3.89534 -0.02855  C27 1.092
50 H -0.16434 -7.57274 -0.30673  C14 1.100
51 H 3.63478 -4.66519 1.59286  C30 1.094
52 H 3.16547 2.98149 1.66105  C36 1.091
53 H -1.07374 2.79141 0.82836  C35 1.088
54 H 0.06164 -8.34002 1.30929  C14 1.098
55 H -5.11530 -1.14638 1.66084  C20 1.088
56 H 1.51401 -3.23000 1.24713  C23 1.082
57 H 0.85199 3.84207 2.03835  C22 1.090
58 H -1.51047 -8.45693 0.45837  C14 1.097
59 H 1.57350 -4.18006 3.44943  C17 1.097
60 H 0.19708 -5.15033 4.07294  C17 1.096
61 H -5.01597 -5.10949 3.40865  C33 1.090
62 H 3.54622 1.11224 0.05043  C13 1.089

***

No. 3
Density functional theory data (ωB97M-V/def2-TZVPD) for an isolated molecule of C25H26N2O4S.

SMILES string = COc1ccc(CN(Cc2ccc(C(=O)O)cc2)C(=S)Nc2ccccc2C)cc1OC
HOMO-LUMO gap = 8.1 eV
molar mass = 450.56 g mol⁻¹
energy relative to the best compared isomer or geometry (same formula, charge and spin) = 118.2 kJ/mol

Each atom is followed by the atoms it is bonded to, with distances in Å.
Positions of all 58 atoms, in Å:
1 S 2.00011 -1.56375 1.32107  C29 1.660
2 O -5.30969 -4.38395 -1.38964  C28 1.341, H40 0.970
3 O 4.04130 4.15504 -2.74316  C13 1.363, C26 1.410
4 O 4.22959 3.07343 -0.05981  C12 1.371, C22 1.408
5 O -6.54258 -2.52594 -1.35137  C28 1.206
6 N -0.54478 -0.81666 1.24543  C20 1.401, C29 1.357, H38 1.009
7 N 0.59656 -0.73972 -0.75266  C9 1.449, C14 1.455, C29 1.360
8 C -1.94474 -0.37640 3.13716  C10 1.503, C20 1.404, C31 1.385
9 C -0.51774 -0.06289 -1.38480  N7 1.449, C16 1.511, H54 1.094, H55 1.100
10 C -2.60214 0.74486 2.38302  C8 1.503, H50 1.093, H51 1.087, H56 1.091
11 C -1.77187 -1.71689 5.13841  C30 1.382, C31 1.384, H33 1.079
12 C 3.61763 2.37017 -1.06540  O4 1.371, C13 1.410, C19 1.387
13 C 3.55541 2.94345 -2.35157  O3 1.363, C12 1.410, C25 1.392
14 C 1.78348 -0.90573 -1.57778  N7 1.455, C17 1.505, H44 1.093, H57 1.094
15 C 2.35158 0.99441 -3.14737  C17 1.384, C25 1.381, H39 1.080
16 C -1.80017 -0.86234 -1.38437  C9 1.511, C21 1.391, C32 1.392
17 C 2.41926 0.42278 -1.88863  C14 1.505, C15 1.384, C19 1.389
18 C -4.17229 -2.31733 -1.38203  C23 1.393, C24 1.392, C28 1.480
19 C 3.05010 1.12040 -0.86612  C12 1.387, C17 1.389, H37 1.078
20 C -0.91328 -1.13272 2.55922  N6 1.401, C8 1.404, C27 1.390
21 C -1.77255 -2.25294 -1.39645  C16 1.391, C24 1.381, H48 1.080
22 C 4.35316 2.46849 1.20524  O4 1.408, H34 1.089, H42 1.094, H45 1.094
23 C -4.20503 -0.92443 -1.38209  C18 1.393, C32 1.380, H46 1.079
24 C -2.94721 -2.97874 -1.39145  C18 1.392, C21 1.381, H53 1.078
25 C 2.91975 2.23433 -3.36623  C13 1.392, C15 1.381, H43 1.078
26 C 4.89325 4.90889 -1.91020  O3 1.410, H35 1.090, H47 1.092, H49 1.092
27 C -0.34623 -2.18433 3.26867  C20 1.390, C30 1.382, H36 1.076
28 C -5.45723 -3.05098 -1.37236  O2 1.341, O5 1.206, C18 1.480
29 C 0.61745 -1.02607 0.57719  S1 1.660, N6 1.357, N7 1.360
30 C -0.76947 -2.46813 4.55375  C11 1.382, C27 1.382, H41 1.079
31 C -2.35512 -0.68460 4.42390  C8 1.385, C11 1.384, H52 1.081
32 C -3.02774 -0.20521 -1.38057  C16 1.392, C23 1.380, H58 1.081
33 H -2.10410 -1.93370 6.14233  C11 1.079
34 H 4.90151 3.18508 1.81518  C22 1.089
35 H 5.20467 5.75777 -2.51916  C26 1.090
36 H 0.42738 -2.78029 2.81615  C27 1.076
37 H 3.09195 0.65804 0.10625  C19 1.078
38 H -1.27917 -0.34824 0.73608  N6 1.009
39 H 1.87557 0.47253 -3.96485  C15 1.080
40 H -6.18073 -4.81032 -1.38056  O2 0.970
41 H -0.31455 -3.28492 5.09312  C30 1.079
42 H 4.91506 1.53139 1.15277  C22 1.094
43 H 2.88617 2.69404 -4.34121  C25 1.078
44 H 2.47937 -1.53749 -1.02082  C14 1.093
45 H 3.37663 2.27922 1.66168  C22 1.094
46 H -5.16332 -0.42794 -1.37818  C23 1.079
47 H 4.37603 5.26986 -1.01911  C26 1.092
48 H -0.82273 -2.76614 -1.39811  C21 1.080
49 H 5.77292 4.33602 -1.60913  C26 1.092
50 H -3.17341 0.36353 1.53317  C10 1.093
51 H -3.29134 1.27739 3.03307  C10 1.087
52 H -3.14547 -0.10191 4.87536  C31 1.081
53 H -2.92378 -4.05669 -1.39384  C24 1.078
54 H -0.22509 0.12877 -2.42113  C9 1.094
55 H -0.68713 0.92200 -0.92517  C9 1.100
56 H -1.86361 1.45821 2.01555  C10 1.091
57 H 1.49353 -1.41828 -2.50016  C14 1.094
58 H -3.05508 0.87559 -1.37829  C32 1.081

***

No. 4
Density functional theory data (ωB97M-V/def2-TZVPD) for an isolated molecule of C25H26N2O6.

SMILES string = COc1ccc(CN2C(=O)c3ccccc3C2=O)cc1C(=O)OCC(=O)NC1CCCCC1
HOMO-LUMO gap = 8.1 eV
molar mass = 450.49 g mol⁻¹
energy relative to the best compared isomer or geometry (same formula, charge and spin) = 7.0 kJ/mol

Each atom is followed by the atoms it is bonded to, with distances in Å.
Positions of all 59 atoms, in Å:
1 O 4.56502 -1.88387 1.66338  C27 1.214
2 O 3.62134 2.45877 0.00628  C13 1.205
3 O 2.38813 0.89697 1.05956  C13 1.344, C21 1.420
4 O -4.40818 0.78620 -1.90731  C31 1.204
5 O 1.19899 4.79288 0.48079  C10 1.409, C20 1.349
6 O -0.86637 -0.93707 0.38638  C17 1.207
7 N 2.53665 -1.75242 0.67165  C14 1.456, C27 1.339, H52 1.010
8 N -2.44088 0.00325 -1.00873  C17 1.385, C31 1.391, C33 1.454
9 C -0.74341 1.67160 -1.44638  C16 1.379, C30 1.393, C33 1.505
10 C 2.34943 4.70166 1.28899  O5 1.409, H36 1.092, H42 1.090, H43 1.095
11 C -4.71898 -1.79454 2.55636  C12 1.392, C22 1.386, H53 1.080
12 C -3.41937 -1.65558 2.07767  C11 1.392, C28 1.379, H48 1.079
13 C 2.55019 1.98074 0.28146  O2 1.205, O3 1.344, C19 1.489
14 C 2.43691 -3.17626 0.38496  N7 1.456, C15 1.534, C29 1.527, H39 1.099
15 C 3.47889 -3.59300 -0.66056  C14 1.534, C25 1.524, H40 1.090, H56 1.092
16 C 0.49027 1.42960 -0.87879  C9 1.379, C19 1.396, H41 1.079
17 C -2.01340 -0.67085 0.12284  O6 1.207, N8 1.385, C28 1.482
18 C -0.55089 3.96092 -0.76240  C20 1.403, C30 1.374, H51 1.078
19 C 1.22667 2.42599 -0.23566  C13 1.489, C16 1.396, C20 1.401
20 C 0.69274 3.71892 -0.15889  O5 1.349, C18 1.403, C19 1.401
21 C 3.55124 0.26740 1.57640  O3 1.420, C27 1.533, H47 1.096, H50 1.095
22 C -5.79888 -1.27279 1.86156  C11 1.386, C32 1.392, H54 1.080
23 C 0.73791 -2.95363 -1.47810  C24 1.524, C29 1.527, H34 1.093, H59 1.091
24 C 1.78478 -3.40626 -2.48912  C23 1.524, C25 1.525, H35 1.093, H49 1.092
25 C 3.17419 -2.98320 -2.02385  C15 1.524, C24 1.525, H38 1.092, H46 1.091
26 C -4.33405 -0.45437 0.18749  C28 1.398, C31 1.482, C32 1.379
27 C 3.59702 -1.24164 1.30949  O1 1.214, N7 1.339, C21 1.533
28 C -3.24474 -0.98020 0.88828  C12 1.379, C17 1.482, C26 1.398
29 C 1.02716 -3.51992 -0.08943  C14 1.527, C23 1.527, H45 1.091, H58 1.092
30 C -1.26037 2.96364 -1.38641  C9 1.393, C18 1.374, H44 1.080
31 C -3.81706 0.20083 -1.03733  O4 1.204, N8 1.391, C26 1.482
32 C -5.62183 -0.59157 0.66058  C22 1.392, C26 1.379, H57 1.079
33 C -1.54927 0.53995 -2.02441  N8 1.454, C9 1.505, H37 1.093, H55 1.093
34 H -0.25797 -3.27222 -1.79555  C23 1.093
35 H 1.75087 -4.49381 -2.58774  C24 1.093
36 H 3.25471 4.55810 0.69467  C10 1.092
37 H -2.18703 0.88335 -2.84240  C33 1.093
38 H 3.22290 -1.89411 -1.95602  C25 1.092
39 H 2.65753 -3.71559 1.31711  C14 1.099
40 H 4.46482 -3.28450 -0.31383  C15 1.090
41 H 0.91405 0.43938 -0.93477  C16 1.079
42 H 2.40461 5.65202 1.81897  C10 1.090
43 H 2.26210 3.88614 2.01391  C10 1.095
44 H -2.22412 3.17777 -1.82398  C30 1.080
45 H 0.29589 -3.12850 0.62006  C29 1.091
46 H 3.92615 -3.30587 -2.74621  C25 1.091
47 H 4.44551 0.72477 1.13691  C21 1.096
48 H -2.57511 -2.05946 2.61431  C12 1.079
49 H 1.56775 -2.97456 -3.46883  C24 1.092
50 H 3.58156 0.42191 2.66032  C21 1.095
51 H -0.94026 4.96474 -0.70028  C18 1.078
52 H 1.71171 -1.18466 0.54209  N7 1.010
53 H -4.88831 -2.31819 3.48517  C11 1.080
54 H -6.79519 -1.39704 2.25838  C22 1.080
55 H -0.89668 -0.26472 -2.37330  C33 1.093
56 H 3.47167 -4.68203 -0.73685  C15 1.092
57 H -6.45769 -0.18365 0.11421  C32 1.079
58 H 0.93015 -4.60705 -0.11503  C29 1.092
59 H 0.73442 -1.86386 -1.42893  C23 1.091